DFT (wB97M-V/def2-TZVPD) results for a molecular structure, C32H27CrN6O9S2.

Calculated values
ΔE to the lowest compared entry with this formula, charge and spin   0.3 kcal/mol
E_LUMO (alpha / beta)   -0.0377 / -0.0425 Ha
Gap between HOMO and LUMO (alpha / beta)   0.268 / 0.263 Ha

The geometry in ORCA input format:
```
! wB97M-V def2-TZVPD RIJCOSX def2/J DEFGRID3
* xyz 0 4
H 4.99523 1.48242 -1.69818
H 1.55570 6.04357 -0.54694
C -6.03912 -2.81163 -1.70153
H -0.72906 1.71706 3.31914
H 3.61068 -1.94002 -4.04640
C -3.48677 -0.73906 -3.11613
C 3.45604 0.92702 -2.90336
H 2.70310 1.57448 4.41283
H 0.79296 5.90075 1.82899
H -1.65374 -4.39118 -2.33308
H -1.49455 -2.16159 1.81997
H 0.50734 -1.01376 -3.86417
H 3.90818 2.73059 -2.17585
C -0.73193 1.05096 2.46677
O 4.46646 -0.30743 -0.08230
O 2.30005 0.59781 -0.52915
H 3.34572 1.48418 2.02735
Cr 0.60699 1.00696 -1.50046
C -4.25490 0.05043 -0.49608
H 1.18161 -2.41100 4.16640
C 2.51985 0.67362 3.83815
C -4.45076 -1.40533 -2.41175
N 3.89837 -0.32594 -2.95911
N 3.08401 -1.37637 -3.39133
O -1.55354 0.87243 -4.37155
C 1.68633 -1.56860 3.71067
O 2.57467 -1.82315 -0.48463
H 0.75897 -1.10483 6.13575
H -7.07865 -2.74631 -2.02650
H -2.75757 1.57419 -0.73688
C -4.82632 -1.02275 -1.13324
C -0.29161 1.41055 1.21019
H -5.80561 -3.80973 -1.32524
H -3.19095 -1.01927 -4.11733
C -2.86745 0.34348 -2.47133
C 2.62886 -0.52608 1.77116
N -0.30990 0.53134 0.20447
S 1.93584 1.45005 -3.53055
O -1.62517 -1.95691 4.22768
C 0.24691 2.73214 0.82127
C -1.25995 -2.77471 -0.98109
C -0.67869 -1.52842 -0.85697
C 1.91371 -0.42149 4.46177
C -1.18166 -1.14612 1.61605
H 2.39162 -0.53863 6.54604
H -0.51380 -3.25746 -4.24508
O -5.17757 -2.50202 -2.79643
C 2.04142 -1.62747 2.36954
O -5.80495 -1.85265 -0.67050
C -1.15676 -0.25477 2.68005
S 3.04737 -0.56793 0.06370
C 0.76255 5.03163 1.18550
C -0.74654 -0.71825 0.37667
H 4.66762 -0.55899 -2.33855
C -0.56310 -2.79786 -3.26863
H 1.44723 3.97832 -1.95398
H 1.10542 0.61387 6.15873
C -1.49562 -0.72718 4.12003
C 1.19137 5.11597 -0.13002
H -1.77099 -3.21865 -0.13914
C -1.19557 -3.41916 -2.20681
C -1.72386 1.01026 -3.17875
H 1.84931 -2.51560 1.78234
C -3.25233 0.72914 -1.19503
C 0.27850 3.82792 1.66869
N 4.27692 1.80925 -2.32959
H 2.82918 -1.92973 -2.57327
C 1.52099 -0.36161 5.90958
O -0.91242 1.70036 -2.39890
N 0.69241 2.81666 -0.44578
N -0.03805 -0.93909 -1.88891
H -0.07999 3.73628 2.68361
C 2.87863 0.63077 2.50427
C 1.13811 3.97945 -0.91594
O -1.54193 0.19226 4.95282
C 0.00593 -1.55092 -3.07232
H -4.56078 0.34348 0.49857
*
```

Here are the Löwdin charges for atoms 1 to 4, given in e: number 1, H, carries 0.111; number 2, H, carries 0.113; number 3, C, carries -0.125; number 4, H, carries 0.126

***

DFT (wB97M-V/def2-TZVPD) results for C3H5N3O in the gas phase at a distorted geometry.

Calculated values
ΔE to the lowest compared entry with this formula, charge and spin   114.9 kcal/mol
Structure (SMILES)   NOn1cccn1
E_LUMO   0.0359 Ha
Gap between HOMO and LUMO   0.385 Ha

The geometry in ORCA input format:
```
! wB97M-V def2-TZVPD RIJCOSX def2/J DEFGRID3
* xyz 0 1
H 2.44846 1.49790 -0.07471
H -2.80448 -0.57118 1.04885
H -0.22511 1.61959 -0.69337
H 2.83269 -1.14279 0.52374
N 0.79502 -1.32935 0.13181
C 1.73042 0.70331 -0.08107
C 0.39138 0.79747 -0.39291
N -0.08205 -0.44659 -0.25331
N -2.37190 -0.01672 0.31084
H -3.07562 0.37789 -0.30718
O -1.56359 -0.84024 -0.44749
C 1.92478 -0.64930 0.23481
*
```

Here are the natural (NBO) charges for atoms 1 to 4, given in e: number 1, H, carries 0.229; number 2, H, carries 0.353; number 3, H, carries 0.230; number 4, H, carries 0.210

***

DFT (wB97M-V/def2-TZVPD) results for 2 unconnected molecules or ions with the total composition C5H14O at a distorted geometry.

Calculated values
ΔE to the lowest compared entry with this formula, charge and spin   8.7 kcal/mol
Structure (SMILES)   CCC(C)C.O
E_LUMO   0.0310 Ha
Gap between HOMO and LUMO   0.434 Ha

The geometry in ORCA input format:
```
! wB97M-V def2-TZVPD RIJCOSX def2/J DEFGRID3
* xyz 0 1
H 1.67701 -0.58439 -2.05557
C 0.67694 -1.86260 0.65234
O -4.10262 0.08674 1.28156
H 3.02520 -0.57470 -0.93794
C 0.19409 -0.49079 0.15706
H 0.70402 1.99488 -1.74937
H -0.44614 1.97282 -0.35811
H 1.90625 0.74948 0.63492
H 2.65949 0.85792 -1.86930
H -3.59698 -0.41809 0.66434
H -0.48610 -0.04473 0.88835
H 1.02312 2.68788 -0.14291
H 1.02586 -2.46129 -0.18570
H -0.14725 -2.38072 1.14139
H -0.46782 -0.62105 -0.71280
C 0.58714 1.83382 -0.68181
H 1.45452 -1.69716 1.39875
C 2.20400 0.03458 -1.32131
C 1.25988 0.53426 -0.22110
H -4.91640 -0.36682 1.48850
*
```

Here are the natural (NBO) charges for atoms 1 to 4, given in e: number 1, H, carries 0.200; number 2, C, carries -0.611; number 3, O, carries -0.944; number 4, H, carries 0.208

***

DFT (wB97M-V/def2-TZVPD) results for 2 unconnected molecules or ions with the total composition C2H9N2P at a distorted geometry.

Calculated values
ΔE to the lowest compared entry with this formula, charge and spin   90.4 kcal/mol
E_LUMO (alpha / beta)   0.0205 / 0.0205 Ha
Gap between HOMO and LUMO (alpha / beta)   0.332 / 0.332 Ha

The geometry in ORCA input format:
```
! wB97M-V def2-TZVPD RIJCOSX def2/J DEFGRID3
* xyz 0 1
N -0.85965 -0.30244 -0.38511
H 0.58062 -1.67018 -0.16275
H 2.40298 1.33734 -0.10275
H -0.38635 -1.47586 1.23944
N 0.42726 1.15694 -0.12884
P -2.34925 0.44431 0.06136
C -0.46307 -1.46315 0.22172
H 1.80119 -0.09837 0.64899
H -1.84544 1.77339 -0.28522
H -1.13112 -2.27297 -0.18026
H 0.35500 1.54831 -1.15968
C 1.74621 0.54497 -0.22315
H -2.14292 0.52646 1.61625
H 1.86453 -0.04876 -1.16000
*
```

Here are the natural (NBO) charges for atoms 1 to 4, given in e: number 1, N, carries -0.603; number 2, H, carries 0.197; number 3, H, carries 0.219; number 4, H, carries 0.172

***

DFT (wB97M-V/def2-TZVPD) results for a molecular structure, C20H50LuNO2P2Si4 at a distorted geometry.

Calculated values
E_LUMO (alpha / beta)   -0.1970 / -0.2275 Ha
Gap between HOMO and LUMO (alpha / beta)   0.227 / 0.153 Ha

The geometry in ORCA input format:
```
! wB97M-V def2-TZVPD RIJCOSX def2/J DEFGRID3
* xyz 2 1
H -0.05426 -1.45272 -1.15442
C -1.98226 0.06720 -4.16625
Si 3.56957 -1.17320 0.76500
C 0.22378 1.31162 4.47838
Lu -1.25367 0.38986 -1.15967
H -4.84913 2.95078 -0.48474
H 0.60447 -3.27947 3.13736
Si -0.11608 -1.59248 1.40605
H -0.41719 3.29871 -1.05150
C -4.62913 0.77079 -4.03238
C 4.63144 0.09646 -0.14899
H -0.05199 2.47579 -4.17185
C -4.01865 2.64837 0.16282
C -4.66865 0.16240 1.30175
H -5.48921 1.16966 -1.56900
H -1.26322 -1.06173 3.56608
C 2.19536 -0.51903 -3.43173
H 4.61262 -1.31652 3.05756
H 2.56033 2.59264 0.80691
H 2.66633 -1.98749 4.20752
H -4.98644 0.96684 1.97564
H 3.80632 1.91536 3.81840
H 2.91083 -0.27073 -2.63429
P 0.64369 0.36643 -3.10121
H -0.18680 1.88078 3.62966
H 4.08325 0.56957 -0.97756
H 5.62478 -2.08075 1.81631
H 3.87510 0.92485 5.29377
N -2.57966 0.22051 -2.93941
O 1.92482 2.34689 1.49958
H -0.58510 -1.57704 -3.93454
C -1.54697 -1.03275 2.50492
H 2.02489 -1.60516 -3.43463
C 0.88775 1.92776 -4.02595
H -5.06837 -0.54271 -1.38892
H 1.46213 -3.56275 1.61135
H 5.52387 -0.39197 -0.57363
C -0.57173 -0.50425 -4.21793
H -0.18056 -0.44123 -5.16245
P -3.65349 0.86639 -0.03066
H 2.37960 -2.27075 -1.18716
H 2.49678 -1.18146 5.77884
H -1.52576 3.17998 -2.07861
C 4.58671 -1.94742 2.15849
H -5.69588 0.98007 -3.94139
H 0.48240 2.03260 5.26972
H 4.09083 -2.72219 -1.11576
H -0.75225 -2.95305 -0.61186
H 2.08245 2.92680 2.20447
H 2.77138 2.33529 5.21564
H -4.08010 -0.55675 1.87832
O -1.11917 2.71505 -1.39088
H -3.13079 3.24657 -0.07500
H -5.55306 -0.33753 0.89020
H -4.28935 2.82955 1.21024
H -4.53598 0.99727 -6.17895
C -4.64329 0.46510 -1.54939
C -3.91983 0.51822 -2.88257
H -2.11508 0.27217 -6.27502
H -1.82597 -1.58065 -0.57138
H 1.32892 1.71777 -5.01056
C 0.49980 -3.26789 2.04569
H -0.56432 0.64218 4.85024
H 1.05833 -1.83121 4.95501
C 3.19346 -2.54017 -0.50228
H -0.23311 -4.04221 1.77876
C -3.99629 0.75208 -5.26831
H -2.40913 -1.69646 2.36739
H -1.86652 -0.00765 2.27906
C -0.74882 -1.88145 -0.38429
Si 1.67287 -0.02857 1.67027
C 3.19799 1.49708 4.63541
Si 1.80232 0.37077 4.01766
H 2.93766 -3.49432 -0.02722
C 2.02133 -1.32987 4.80363
C -2.65527 0.36928 -5.33033
H 2.60934 -0.20692 -4.40368
H 1.57715 2.55601 -3.44996
H 4.98153 0.88533 0.53426
H 4.21033 -2.94033 2.44393
*
```

Here are the Löwdin charges for atoms 1 to 4, given in e: number 1, H, carries -0.036; number 2, C, carries -0.351; number 3, Si, carries 0.354; number 4, C, carries -0.223